No. 1
Density functional theory data (ωB97M-V/def2-TZVPD) for a 2-piece molecular cluster, C3H3IO2 overall.

The geometry in XYZ format:
```
9
Properties=species:S:1:pos:R:3:mulliken_spin:R:1
C 1.552 -1.513 -0.197 0.59
C 0.553 0.814 0.373 0.11
C 0.703 -0.653 0.337 0.56
O 2.181 -2.484 -0.394 0.47
O -0.470 -0.170 -0.073 0.26
I -3.439 1.127 -0.233 0.01
H 0.244 1.468 1.307 0.00
H 0.921 1.399 -0.473 0.00
H -2.245 0.012 -0.647 0.00
```

The net charge is 0. The HOMO energy (alpha / beta) comes out at -6.8849 / -9.8415 eV. The relative energy (zero: lowest compared OMol25 entry of this formula, charge and spin) comes out at 263.51 kJ/mol. For the gap between HOMO and LUMO (alpha / beta), the calculation gives 7.3 / 7.8 eV. As for the expectation value of S²: 2.01. As for the multiplicity: 3.

No. 2
Density functional theory data (ωB97M-V/def2-TZVPD) for C3H3LiNaO4 as an isolated structure.

The geometry in XYZ format:
```
12
Properties=species:S:1:pos:R:3:mulliken_spin:R:1
H 1.759 -1.187 2.207 0.00
O -0.230 -0.911 1.598 0.00
O 1.032 -0.465 -0.759 0.00
C 1.068 -0.518 1.631 0.00
C 1.715 -0.401 0.281 0.01
H 1.244 0.485 2.103 0.00
H 2.750 -0.003 0.227 0.00
O -1.601 1.940 -2.352 0.12
C -1.258 0.818 -1.989 0.72
O -1.887 -0.013 -1.289 0.13
Na -3.767 1.388 -1.546 0.02
Li -0.825 -1.134 -0.112 0.00
```

The net charge is 0. The HOMO energy (alpha / beta) comes out at -7.4793 / -7.5437 eV. The relative energy (zero: lowest compared OMol25 entry of this formula, charge and spin) comes out at 26.50 kJ/mol. For the gap between HOMO and LUMO (alpha / beta), the calculation gives 6.3 / 6.0 eV. As for the expectation value of S²: 0.75. As for the multiplicity: 2.

No. 3
Density functional theory data (ωB97M-V/def2-TZVPD) for C3H3LiO3Tm as an isolated structure.

The geometry in XYZ format:
```
11
Properties=species:S:1:pos:R:3:mulliken_spin:R:1
H 0.428 0.048 -2.288 0.02
C 0.331 0.314 -1.140 0.87
C -0.972 0.640 -0.483 -0.06
O -0.871 -0.083 0.765 0.07
C 0.239 -0.744 0.795 0.01
O 0.967 -0.569 -0.307 0.02
O 0.628 -1.450 1.708 0.06
Tm 0.316 -2.437 3.871 1.90
H -1.835 0.253 -1.045 0.05
H -1.140 1.701 -0.256 0.05
Li 1.909 2.327 -1.619 0.01
```

The net charge is +4. The HOMO energy (alpha / beta) comes out at -23.6519 / -27.2417 eV. The relative energy (zero: lowest compared OMol25 entry of this formula, charge and spin) comes out at 0.00 kJ/mol. For the gap between HOMO and LUMO (alpha / beta), the calculation gives 4.0 / 3.9 eV. As for the expectation value of S²: 3.76. As for the multiplicity: 4.

No. 4
Density functional theory data (ωB97M-V/def2-TZVPD) for C3H3LiO4 as an isolated structure.

The geometry in XYZ format:
```
11
Properties=species:S:1:pos:R:3:lowdin_charge:R:1
O -1.473 1.399 -0.837 -0.11
C -1.489 0.792 0.248 -0.28
C -1.108 -0.610 0.350 -0.27
O -0.433 -1.111 -0.612 -0.18
Li -0.428 0.286 -2.084 0.78
H -1.747 1.313 1.186 0.12
H -0.979 -1.058 1.345 0.12
C 1.362 -0.111 -0.461 -0.37
O 1.961 0.964 -0.375 0.03
O 1.945 -1.110 0.226 0.04
H 2.389 -0.753 1.014 0.12
```

The net charge is 0. The HOMO energy (alpha / beta) comes out at -7.5718 / -8.4326 eV. The relative energy (zero: lowest compared OMol25 entry of this formula, charge and spin) comes out at 316.80 kJ/mol. For the gap between HOMO and LUMO (alpha / beta), the calculation gives 6.8 / 7.9 eV.

No. 5
Density functional theory data (ωB97M-V/def2-TZVPD) for C3H3LuO2 as an isolated structure.

The geometry in XYZ format:
```
9
Properties=species:S:1:pos:R:3:lowdin_charge:R:1
O 1.147 -1.914 -0.533 0.05
Lu -0.339 -0.481 3.696 1.08
O -0.849 0.095 1.440 -0.57
C 0.184 -0.027 0.665 -0.43
C 0.344 -1.062 -0.240 -0.29
C -0.082 0.635 -1.019 -0.05
H 0.270 1.661 -0.825 0.06
H -1.157 0.673 -1.245 0.07
H 0.483 0.420 -1.940 0.08
```

The net charge is 0. The HOMO energy comes out at -7.6098 eV. The relative energy (zero: lowest compared OMol25 entry of this formula, charge and spin) comes out at 78.29 kJ/mol. For the gap between HOMO and LUMO, the calculation gives 7.3 eV.

No. 6
Density functional theory data (ωB97M-V/def2-TZVPD) for a 2-piece molecular cluster, C3H3N2O overall.

The geometry in XYZ format:
```
9
Properties=species:S:1:pos:R:3:lowdin_charge:R:1
C -1.999 -0.042 0.721 -0.25
C 0.017 0.600 -0.581 -0.03
C -0.691 0.531 0.523 -0.22
N -3.063 -0.351 1.118 0.08
N 2.486 -0.817 -1.035 -0.30
O 2.597 -1.425 0.042 -0.41
H -0.360 0.284 -1.511 0.04
H 1.160 0.629 -0.695 0.02
H -0.147 0.589 1.418 0.07
```

The net charge is -1. The HOMO energy (alpha / beta) comes out at -0.9666 / -1.0049 eV. The relative energy (zero: lowest compared OMol25 entry of this formula, charge and spin) comes out at 104.50 kJ/mol. For the gap between HOMO and LUMO (alpha / beta), the calculation gives 5.1 / 5.1 eV.

No. 7
Density functional theory data (ωB97M-V/def2-TZVPD) for an isolated ion of composition C3H3N2O and charge +1.

The geometry in XYZ format:
```
9
Properties=species:S:1:pos:R:3:lowdin_charge:R:1
N 0.227 2.524 0.180 0.24
C 0.364 1.438 -0.135 -0.22
C 0.868 0.092 -0.363 -0.02
C -0.278 -0.741 0.338 0.06
N -1.375 -1.022 -0.063 0.11
O -2.389 -1.562 -0.246 0.37
H 1.790 0.034 0.299 0.18
H 0.945 -0.176 -1.363 0.11
H -0.152 -0.586 1.355 0.18
```

The net charge is +1. The HOMO energy comes out at -17.0368 eV. The relative energy (zero: lowest compared OMol25 entry of this formula, charge and spin) comes out at 473.78 kJ/mol. For the gap between HOMO and LUMO, the calculation gives 8.4 eV. As for the SMILES: N#CCC=[N+]=O.

No. 8
Density functional theory data (ωB97M-V/def2-TZVPD) for an isolated ion of composition C3H3N2O2 and charge +1.

The geometry in XYZ format:
```
10
Properties=species:S:1:pos:R:3:lowdin_charge:R:1
O -1.278 1.742 -1.073 0.22
C -0.605 0.876 -0.623 -0.46
C 0.222 0.963 0.707 0.22
C 0.589 -0.302 1.030 0.04
N 0.360 -1.191 -0.006 -0.08
O 0.611 -2.301 -0.186 0.30
N -0.596 -0.395 -1.028 0.26
H 0.207 1.976 1.261 0.19
H 1.041 -0.579 1.879 0.11
H -0.551 -0.789 -1.960 0.18
```

The net charge is +1. The HOMO energy comes out at -16.1620 eV. The relative energy (zero: lowest compared OMol25 entry of this formula, charge and spin) comes out at 412.19 kJ/mol. For the gap between HOMO and LUMO, the calculation gives 8.0 eV. As for the SMILES: O=C1C=C[N+](=O)N1.

No. 9
Density functional theory data (ωB97M-V/def2-TZVPD) for an isolated ion of composition C3H3N2O3P and charge -2.

The geometry in XYZ format:
```
12
Properties=species:S:1:pos:R:3:lowdin_charge:R:1
C -0.527 -1.580 0.875 -0.23
C 0.197 -0.356 0.607 -0.35
C -2.308 -1.378 -0.642 -0.06
N -1.575 -1.866 0.232 -0.12
N -0.107 0.502 -0.256 0.03
O 2.391 1.400 0.187 -0.47
O 1.299 2.213 -1.933 -0.51
O 0.363 3.036 0.267 -0.51
P 1.166 1.942 -0.443 -0.01
H -0.103 -2.340 1.576 0.09
H 1.131 -0.287 1.298 0.10
H -1.926 -1.287 -1.767 0.04
```

The net charge is -2. The HOMO energy comes out at 0.5512 eV. The relative energy (zero: lowest compared OMol25 entry of this formula, charge and spin) comes out at 345.43 kJ/mol. For the gap between HOMO and LUMO, the calculation gives 5.7 eV.

No. 10
Density functional theory data (ωB97M-V/def2-TZVPD) for C3H3N2O3Pb as an isolated structure.

The geometry in XYZ format:
```
12
Properties=species:S:1:pos:R:3:lowdin_charge:R:1
N 0.524 -1.334 0.209 0.10
C 0.376 0.073 0.548 -0.35
N -1.069 0.396 0.560 -0.11
C -1.534 0.623 -0.599 -0.28
O -1.983 0.557 -1.634 0.34
C 1.204 1.025 -0.353 -0.73
O 1.445 0.674 -1.511 0.04
O 1.556 2.060 0.205 0.05
H 1.425 -1.498 -0.230 0.12
H -0.218 -1.676 -0.386 0.05
H 0.740 0.209 1.564 0.14
Pb -2.466 -1.109 1.629 1.63
```

The net charge is +1. The HOMO energy comes out at -11.7759 eV. For the gap between HOMO and LUMO, the calculation gives 3.4 eV.

No. 11
Density functional theory data (ωB97M-V/def2-TZVPD) for a 2-piece molecular cluster, C3H3N2OS overall.

The geometry in XYZ format:
```
10
Properties=species:S:1:pos:R:3:lowdin_charge:R:1
C -0.824 0.295 0.548 -0.30
C -0.685 -0.856 -0.252 -0.46
C 1.368 0.114 0.466 -0.47
N 0.357 0.812 0.943 -0.06
N 4.406 0.213 -0.662 -0.34
O 5.116 0.023 0.329 -0.47
S 1.000 -1.270 -0.555 0.90
H -1.724 0.596 1.009 0.07
H -1.652 -1.506 -0.508 0.09
H 2.413 0.452 0.686 0.04
```

The net charge is -1. The HOMO energy (alpha / beta) comes out at -0.3909 / -0.3516 eV. The relative energy (zero: lowest compared OMol25 entry of this formula, charge and spin) comes out at 345.38 kJ/mol. For the gap between HOMO and LUMO (alpha / beta), the calculation gives 3.6 / 3.5 eV.

No. 12
Density functional theory data (ωB97M-V/def2-TZVPD) for a 2-piece molecular cluster, C3H3N2S overall.

The geometry in XYZ format:
```
9
Properties=species:S:1:pos:R:3:lowdin_charge:R:1
C 0.184 -1.293 0.064 -0.06
C -1.291 0.233 -0.063 -0.09
C 0.885 -0.048 0.026 -0.76
N -1.086 -1.094 -0.027 0.14
N -0.162 0.879 -0.026 0.02
S 2.448 0.479 0.153 0.96
H 0.700 -2.212 -0.147 0.14
H -2.358 0.543 -0.170 0.18
H 0.680 2.512 0.191 0.46
```

The net charge is +1. The HOMO energy comes out at -15.1938 eV. The relative energy (zero: lowest compared OMol25 entry of this formula, charge and spin) comes out at 410.75 kJ/mol. For the gap between HOMO and LUMO, the calculation gives 7.1 eV.

No. 13
Density functional theory data (ωB97M-V/def2-TZVPD) for an isolated ion of composition C3H3N2S and charge +1.

The geometry in XYZ format:
```
9
Properties=species:S:1:pos:R:3:lowdin_charge:R:1
S -1.885 1.830 -0.677 0.90
N -0.251 0.695 -1.012 -0.23
C 0.652 0.601 -1.954 0.06
N 1.565 -0.233 -1.821 0.18
C 1.247 -0.997 -0.707 0.00
C 0.058 -0.460 -0.164 0.03
H -1.226 2.357 0.290 -0.17
H 2.030 -1.684 -0.533 0.12
H -0.690 -0.696 0.518 0.10
```

The net charge is +1. The HOMO energy (alpha / beta) comes out at -15.4975 / -15.4978 eV. The relative energy (zero: lowest compared OMol25 entry of this formula, charge and spin) comes out at 497.60 kJ/mol. For the gap between HOMO and LUMO (alpha / beta), the calculation gives 6.6 / 6.6 eV. As for the SMILES: Sn1c#[n+]cc1.

No. 14
Density functional theory data (ωB97M-V/def2-TZVPD) for an isolated ion of composition C3H3N2S and charge +1.

The geometry in XYZ format:
```
9
Properties=species:S:1:pos:R:3:lowdin_charge:R:1
C -1.170 -0.319 -0.736 -0.16
C 0.422 0.450 0.981 -0.36
C -0.423 -0.683 -1.808 -0.48
N -0.732 0.191 0.378 0.15
N 1.234 -0.238 1.626 0.14
S 0.599 -1.140 -2.774 1.21
H -2.298 -0.176 -0.798 0.17
H 0.355 1.703 0.961 0.22
H 2.014 0.213 2.171 0.11
```

The net charge is +1. The HOMO energy (alpha / beta) comes out at -14.3416 / -14.3406 eV. The relative energy (zero: lowest compared OMol25 entry of this formula, charge and spin) comes out at 279.80 kJ/mol. For the gap between HOMO and LUMO (alpha / beta), the calculation gives 6.7 / 6.7 eV.

No. 15
Density functional theory data (ωB97M-V/def2-TZVPD) for the molecule C3H3N3.

The geometry in XYZ format:
```
9
Properties=species:S:1:pos:R:3:lowdin_charge:R:1
N 2.618 -0.305 -0.394 0.17
C 1.524 -0.146 -0.061 -0.17
C 0.114 0.019 0.356 -0.38
N -0.659 -1.114 -0.109 0.05
C -0.381 1.352 -0.082 -0.17
N -0.812 2.367 -0.430 0.16
H 0.100 0.016 1.452 0.15
H -1.545 -1.176 0.376 0.09
H -0.832 -1.060 -1.107 0.09
```

The net charge is 0. The HOMO energy comes out at -11.2678 eV. The relative energy (zero: lowest compared OMol25 entry of this formula, charge and spin) comes out at 87.26 kJ/mol. For the gap between HOMO and LUMO, the calculation gives 11.6 eV. As for the SMILES: N#CC(N)C#N.

No. 16
Density functional theory data (ωB97M-V/def2-TZVPD) for the molecule C3H3N3.

The geometry in XYZ format:
```
9
Properties=species:S:1:pos:R:3:lowdin_charge:R:1
C -1.150 1.667 1.345 -0.33
C -0.103 0.143 0.105 -0.48
C 0.256 -0.905 -0.902 -0.03
N -0.048 0.823 1.120 0.13
N -2.142 1.459 0.661 0.21
N -0.849 0.024 -0.926 0.19
H -0.991 2.355 2.170 0.11
H 1.080 -0.649 -1.659 0.13
H 0.249 -1.771 -0.383 0.06
```

The net charge is 0. The HOMO energy (alpha / beta) comes out at -9.5711 / -9.9231 eV. The relative energy (zero: lowest compared OMol25 entry of this formula, charge and spin) comes out at 593.17 kJ/mol. For the gap between HOMO and LUMO (alpha / beta), the calculation gives 7.2 / 9.1 eV.

No. 17
Density functional theory data (ωB97M-V/def2-TZVPD) for the molecule C3H3N3O.

The geometry in XYZ format:
```
10
Properties=species:S:1:pos:R:3:lowdin_charge:R:1
O 2.080 0.813 -0.470 0.15
C 0.824 0.475 -0.291 -0.44
N 0.796 -0.726 0.369 0.13
C -0.424 -1.120 0.707 -0.22
N -1.506 -0.455 0.410 0.07
C -1.339 0.569 -0.504 -0.14
N -0.174 1.168 -0.845 0.17
H 2.421 0.135 0.006 0.04
H -0.384 -1.971 1.373 0.11
H -2.294 1.111 -0.754 0.13
```

The net charge is 0. The HOMO energy comes out at -10.5258 eV. The relative energy (zero: lowest compared OMol25 entry of this formula, charge and spin) comes out at 61.28 kJ/mol. For the gap between HOMO and LUMO, the calculation gives 10.6 eV. As for the SMILES: Oc1ncncn1.

No. 18
Density functional theory data (ωB97M-V/def2-TZVPD) for the molecule C3H3N3O.

The geometry in XYZ format:
```
10
Properties=species:S:1:pos:R:3:lowdin_charge:R:1
N 0.499 -1.451 1.422 0.18
C 0.959 -0.441 1.072 -0.32
N 1.113 0.830 0.684 0.01
N -0.053 1.464 0.192 0.07
C -0.914 0.662 -0.295 -0.09
C -0.638 -0.764 -0.747 -0.28
O 0.355 -0.982 -1.405 0.05
H 1.953 1.128 0.204 0.15
H -1.873 1.087 -0.580 0.11
H -1.401 -1.534 -0.548 0.12
```

The net charge is 0. The HOMO energy comes out at -9.9655 eV. The relative energy (zero: lowest compared OMol25 entry of this formula, charge and spin) comes out at 322.14 kJ/mol. For the gap between HOMO and LUMO, the calculation gives 9.6 eV. As for the SMILES: N#CN/N=C\C=O.

No. 19
Density functional theory data (ωB97M-V/def2-TZVPD) for the molecule C3H3N3O.

The geometry in XYZ format:
```
10
Properties=species:S:1:pos:R:3:lowdin_charge:R:1
O 1.873 -0.448 0.397 0.09
C 0.878 -0.033 -0.402 -0.39
C 0.386 1.292 -0.251 -0.07
N -0.782 1.285 0.331 0.04
N -1.452 0.176 0.584 0.00
C -1.170 -0.868 -0.195 -0.21
N 0.036 -0.998 -0.718 0.15
H 1.251 -0.990 0.964 0.15
H 0.852 2.250 -0.436 0.12
H -1.934 -1.636 -0.287 0.12
```

The net charge is 0. The HOMO energy (alpha / beta) comes out at -9.7227 / -9.7223 eV. The relative energy (zero: lowest compared OMol25 entry of this formula, charge and spin) comes out at 315.00 kJ/mol. For the gap between HOMO and LUMO (alpha / beta), the calculation gives 9.4 / 9.4 eV. As for the SMILES: Oc1cnncn1.

No. 20
Density functional theory data (ωB97M-V/def2-TZVPD) for the molecule C3H3N3O.

The geometry in XYZ format:
```
10
Properties=species:S:1:pos:R:3:lowdin_charge:R:1
N -2.383 0.166 0.390 0.13
C -1.091 0.153 0.213 -0.56
N -0.517 -0.287 -0.951 0.13
C 0.653 -0.709 -0.856 -0.09
O 1.656 -0.426 0.213 -0.01
C 1.082 0.627 0.855 -0.20
N -0.179 0.862 0.987 0.14
H -2.624 -0.270 -0.672 0.13
H 1.400 -1.183 -1.609 0.17
H 2.002 1.065 1.431 0.17
```

The net charge is 0. The HOMO energy comes out at -9.9550 eV. The relative energy (zero: lowest compared OMol25 entry of this formula, charge and spin) comes out at 275.05 kJ/mol. For the gap between HOMO and LUMO, the calculation gives 10.0 eV. As for the SMILES: N=c1ncocn1.

In order of appearance, max |F| = 2.6 2.6 5.6 4.9 4.9 2.7 5.4 5.2 3.1 2.6 3.8 4.5 4.5 5.2 1.2 4.6 5.2 1.1 1.9 4.8 eV Å⁻¹.